Record 1
Here is the molecule C4H7ClN2S from the OMol25 dataset. Energies are from ωB97M-V/def2-TZVPD.

Largest force on an atom   4.0 eV Å⁻¹
Frontier orbital gap   8.96 eV
Energy relative to the best compared isomer or geometry (same formula, charge and spin)   119.04 kJ/mol
E_HOMO   -8.4 eV
Energy   -30598.054 eV
LUMO   0.54 eV
Charge   0
Structure (SMILES)   S=C1NNCC[C@H]1Cl

Geometry as XYZ:
```
15
Properties=species:S:1:pos:R:3:forces:R:3
S 2.1105 -0.3254 -0.6730 -0.0548 0.4101 -0.2541
C 0.5325 -0.5073 -0.2712 0.4252 -1.5061 0.8732
N 0.1772 -1.6234 0.4441 -0.3881 1.2836 -1.4215
N -1.1286 -1.7391 0.8875 -1.2531 -0.4522 1.7506
C -1.3865 -0.6418 1.8741 0.5759 1.1398 -3.7521
C -1.1090 0.7014 1.0983 0.6371 -0.2072 -0.3640
C -0.6364 0.4133 -0.3983 -0.0448 0.2944 1.6390
Cl -0.2473 1.9197 -1.2530 -0.4054 -0.4734 0.1386
H 0.8952 -2.1655 0.8404 0.9925 -0.6789 0.4554
H -1.2620 -2.6449 1.3786 0.3244 0.7663 -0.8185
H -2.3731 -0.6329 2.1600 -2.4807 -0.3792 0.4725
H -0.8257 -0.7375 2.7290 1.7563 -0.1173 1.9502
H -0.3113 1.2497 1.5870 0.1812 0.1285 0.0521
H -1.9570 1.3853 1.0323 -0.1282 -0.3238 0.1338
H -1.4744 -0.1383 -0.7966 -0.1375 0.1155 -0.8553
```
Positions in Å, forces in eV/Å.



Record 2
Here is the ion C4H7ClN3 with charge +1 from the OMol25 dataset. Energies are from ωB97M-V/def2-TZVPD.

Largest force on an atom   4.9 eV Å⁻¹
Frontier orbital gap   9.01 eV
Energy relative to the best compared isomer or geometry (same formula, charge and spin)   71.60 kJ/mol
E_HOMO   -13.6 eV
Energy   -21246.129 eV
LUMO   -4.62 eV
Charge   +1
Structure (SMILES)   N[C@@]1(Cl)C=CNC=[NH+]1

Geometry as XYZ:
```
15
Properties=species:S:1:pos:R:3:forces:R:3
N 1.3305 -1.6096 -0.1462 -1.5548 2.0761 1.4581
C 1.0087 -0.2469 -0.0308 0.4197 -0.4435 -4.8859
Cl 2.6256 0.7557 0.0592 -0.6205 -0.0626 -0.6996
C -0.0688 0.1214 -1.3780 2.4541 0.0205 0.4277
C -1.3105 0.5397 -1.0965 0.8405 -0.3655 -1.3847
N -1.6427 0.8446 0.2191 1.0634 -1.1678 1.6575
C -0.8176 0.6026 1.2728 -0.9863 1.6708 -0.6754
N 0.4533 0.1749 1.1778 -4.5049 0.3969 0.2576
H 1.3892 -2.1094 -0.9745 0.0135 -0.4108 -1.8358
H 1.6671 -2.0734 0.6435 0.7557 -0.6698 1.2358
H 0.3783 0.0572 -2.4728 -1.0516 -0.1595 2.7169
H -2.1267 0.6651 -1.8452 0.9528 0.0620 0.6753
H -2.5921 1.1555 0.4006 0.3538 -0.0184 0.2607
H -1.3052 1.0399 2.1842 1.2983 -1.0326 -0.3587
H 1.0109 0.0828 1.9868 0.5664 0.1042 1.1506
```
Positions in Å, forces in eV/Å.



Record 3
Here is the molecule C4H7ClO from the OMol25 dataset. Energies are from ωB97M-V/def2-TZVPD.

Largest force on an atom   4.9 eV Å⁻¹
Frontier orbital gap   10.97 eV
Energy relative to the best compared isomer or geometry (same formula, charge and spin)   203.24 kJ/mol
E_HOMO   -10.1 eV
Energy   -18829.422 eV
LUMO   0.89 eV
Charge   0
Structure (SMILES)   O[C@H]1C[C@@H]1CCl

Geometry as XYZ:
```
13
Properties=species:S:1:pos:R:3:forces:R:3
O -1.8553 -1.1142 -0.1535 -1.6077 4.1315 -2.1029
C -0.9067 0.0998 -0.2945 -1.9701 -3.5825 -0.9557
C -0.5264 0.6588 0.9658 -0.8113 -1.5686 1.8916
C 0.3621 -0.3514 0.2835 0.1861 -1.4293 0.1372
C 1.6979 -0.1224 -0.3877 0.9708 -2.0370 -0.5899
Cl 1.8929 1.5709 -0.9424 0.0006 -0.3629 -0.1079
H -2.7116 -0.6702 -0.5516 2.1406 -1.8136 1.3404
H -1.0125 0.6119 -1.2267 0.0016 0.3408 -0.2881
H -1.1427 0.3544 1.8241 0.5433 0.0212 -0.3537
H -0.2959 1.6530 0.9537 0.9825 2.4477 0.0553
H 0.1313 -1.4293 0.5607 0.9887 1.4384 0.0498
H 1.7617 -0.8935 -1.2859 -0.0858 1.9354 1.5252
H 2.6053 -0.3678 0.2547 -1.3395 0.4790 -0.6013
```
Positions in Å, forces in eV/Å.



Record 4
Here is the molecule C4H7ClO from the OMol25 dataset. Energies are from ωB97M-V/def2-TZVPD.

Largest force on an atom   6.9 eV Å⁻¹
Frontier orbital gap   10.51 eV
Energy relative to the best compared isomer or geometry (same formula, charge and spin)   231.54 kJ/mol
E_HOMO   -9.5 eV
Energy   -18829.129 eV
LUMO   0.98 eV
Charge   0
Structure (SMILES)   C=COCCCl

Geometry as XYZ:
```
13
Properties=species:S:1:pos:R:3:forces:R:3
C -1.0715 0.2431 -1.6569 -0.4237 -5.1676 0.9614
C -0.4547 1.2182 -1.1416 2.1975 6.5199 0.8988
O 0.6174 1.1893 -0.2519 -1.2679 -1.8481 0.0593
C 0.9174 -0.1147 0.2922 0.3212 0.6062 1.3397
C 0.0626 -0.5688 1.5149 -0.9161 -2.4011 -2.4042
Cl 0.9634 -2.1281 1.9861 -0.8787 0.8891 0.1050
H -1.6946 0.1456 -2.5223 -0.4416 0.3460 0.1874
H -0.7797 -0.6640 -1.0001 -0.8592 0.6262 -2.0710
H -0.6294 2.3408 -1.3395 0.3176 -1.9131 -0.1518
H 1.7873 0.0445 0.8622 1.7077 0.7043 0.1463
H 1.2560 -0.9425 -0.3761 -1.1604 0.7518 -0.0485
H 0.0216 0.0668 2.3487 0.5657 1.0208 0.9205
H -0.9959 -0.8301 1.2842 0.8380 -0.1345 0.0569
```
Positions in Å, forces in eV/Å.



Record 5
Here is the molecule C4H7ClO from the OMol25 dataset. Energies are from ωB97M-V/def2-TZVPD.

Largest force on an atom   5.6 eV Å⁻¹
Frontier orbital gap   9.71 eV
Energy relative to the best compared isomer or geometry (same formula, charge and spin)   370.61 kJ/mol
E_HOMO   -9.0 eV
Energy   -18827.688 eV
LUMO   0.70 eV
Charge   0
Structure (SMILES)   C/C(=C\Cl)CO

Geometry as XYZ:
```
13
Properties=species:S:1:pos:R:3:forces:R:3
C 0.1423 2.0279 -0.2210 -1.5862 -1.4479 2.1575
C -0.3896 0.4946 0.0427 -0.3989 -0.0772 1.4338
C 0.2485 -0.6735 0.2242 3.1512 0.5216 -0.1759
Cl 2.0129 -0.5023 -0.0316 0.0850 -0.7327 0.0305
C -1.7816 0.1511 0.4031 -4.9815 2.5395 -0.2165
O -2.0522 -1.1248 -0.4032 -3.9808 2.2521 1.0943
H -0.2010 2.3967 -1.2756 1.4000 -0.7398 1.9653
H 1.1982 1.9027 0.1756 -0.9041 0.8663 -1.6651
H -0.3532 2.7491 0.6056 0.7172 -1.7715 -1.9525
H 0.0249 -1.7635 0.5607 -0.2250 2.6201 -0.8084
H -2.5857 1.0169 0.0828 1.9539 -1.9893 -0.1085
H -2.1333 0.2853 1.5975 1.4723 -1.6281 -2.7534
H -3.0686 -1.0498 -0.6783 3.2971 -0.4130 0.9990
```
Positions in Å, forces in eV/Å.



Record 6
Here is the molecule C4H7ClO from the OMol25 dataset. Energies are from ωB97M-V/def2-TZVPD.

Largest force on an atom   2.5 eV Å⁻¹
Frontier orbital gap   10.04 eV
Energy relative to the best compared isomer or geometry (same formula, charge and spin)   132.41 kJ/mol
E_HOMO   -9.2 eV
Energy   -18830.156 eV
LUMO   0.81 eV
Charge   0
Structure (SMILES)   C/C(Cl)=C/CO

Geometry as XYZ:
```
13
Properties=species:S:1:pos:R:3:forces:R:3
C 1.1655 -0.3997 -1.7997 -0.9056 1.7311 0.5473
C 0.0486 0.0242 -0.8927 2.1543 -0.5832 -0.4002
Cl -1.1754 0.8625 -1.6555 -1.7966 0.5972 -1.0376
C 0.1590 -0.0828 0.4051 -0.8620 -0.1963 1.6826
C -0.9860 0.3338 1.3141 0.2775 0.7422 -0.8212
O -1.3354 -0.5362 2.4020 1.9004 1.1425 1.0639
H 1.9765 -0.6321 -1.1686 1.0902 -0.8075 0.4330
H 0.8239 -1.1903 -2.4118 0.0172 -0.8901 -0.8335
H 1.4448 0.4781 -2.3637 0.1898 0.0125 -0.6549
H 1.1460 -0.3285 0.7938 -0.3848 -0.4581 0.1796
H -1.8611 0.4361 0.6392 0.2747 -0.2844 0.8684
H -0.7072 1.3843 1.5664 -0.5312 -0.5537 0.7464
H -0.6993 -0.3494 3.1713 -1.4239 -0.4522 -1.7737
```
Positions in Å, forces in eV/Å.



Record 7
Here is the molecule C4H7ClOS2 from the OMol25 dataset. Energies are from ωB97M-V/def2-TZVPD.

Largest force on an atom   2.9 eV Å⁻¹
Frontier orbital gap   8.55 eV
Energy relative to the best compared isomer or geometry (same formula, charge and spin)   89.65 kJ/mol
E_HOMO   -9.0 eV
Energy   -40500.567 eV
LUMO   -0.41 eV
Charge   0
Structure (SMILES)   S=CSCOCCCl

Geometry as XYZ:
```
15
Properties=species:S:1:pos:R:3:forces:R:3
S -2.9801 1.9721 -1.6050 0.3169 -0.3766 0.6358
C -2.2188 1.1711 -0.4195 0.4197 0.2867 -0.1907
S -0.8505 1.6914 0.5405 -0.2544 -0.1741 -0.0946
C -0.6590 0.0948 1.4070 0.7860 0.3118 1.0349
O -0.1401 -0.9546 0.6631 0.5953 -0.1172 -0.5589
C 1.2450 -0.8050 0.2742 -1.6780 2.3693 -0.3214
C 1.3718 -0.5520 -1.1930 0.2472 -0.1592 -1.5611
Cl 3.0388 0.0296 -1.7046 -0.7760 -0.4265 0.5938
H -2.4073 0.1527 -0.0832 -0.6939 -0.0461 -0.5023
H -1.6073 -0.2137 1.7905 -0.8924 -0.2363 -0.1850
H -0.0998 0.2669 2.3447 0.3266 0.2460 -0.5225
H 1.7556 -1.6351 0.5799 1.2845 -2.3208 0.6827
H 1.6724 0.0484 0.7507 0.2883 0.6831 0.7646
H 1.1858 -1.4604 -1.7503 0.1129 -0.1988 -0.1877
H 0.6935 0.1935 -1.5951 -0.0828 0.1587 0.4124
```
Positions in Å, forces in eV/Å.



Record 8
Here is the molecule C4H7ClS from the OMol25 dataset. Energies are from ωB97M-V/def2-TZVPD.

Largest force on an atom   1.8 eV Å⁻¹
Frontier orbital gap   9.71 eV
Energy relative to the best compared isomer or geometry (same formula, charge and spin)   43.72 kJ/mol
E_HOMO   -8.8 eV
Energy   -27618.257 eV
LUMO   0.88 eV
Charge   0
Structure (SMILES)   CCS/C=C\Cl

Geometry as XYZ:
```
13
Properties=species:S:1:pos:R:3:forces:R:3
C 1.5784 -0.7368 0.2987 -0.3237 1.6550 -0.5498
C 0.7029 -0.4148 -0.9444 1.3541 -0.9007 0.3229
S 0.1739 1.2612 -1.0205 -0.6706 0.9939 0.0918
C -0.9186 1.2550 0.3691 1.1242 0.2142 -0.2735
C -2.0407 0.6152 0.5001 -1.3900 -0.7796 -0.4565
Cl -2.7891 -0.3053 -0.7388 -0.1633 -0.2454 -0.4171
H 2.6355 -0.5855 0.0345 -0.3288 0.2635 0.4204
H 1.4735 -1.7548 0.5884 -0.2327 -0.8196 0.4045
H 1.2264 -0.0358 1.0965 0.7356 -0.8761 -0.3002
H -0.1211 -1.1028 -1.0020 -0.4355 -0.1535 -0.2314
H 1.3200 -0.5032 -1.8381 -0.1531 -0.3042 -0.1698
H -0.6009 1.7077 1.2711 0.4803 0.8069 0.6560
H -2.6402 0.5998 1.3853 0.0035 0.1455 0.5026
```
Positions in Å, forces in eV/Å.